Record 1
Density functional theory data (ωB97M-V/def2-TZVPD) for 2 unconnected molecules or ions with the total composition C9H21N in a non-equilibrium geometry.

HOMO energy (spin up / spin down), eV: -5.268 / -5.269
Gap between HOMO and LUMO (spin up / spin down), eV: 5.434 / 5.437
Energy relative to the best compared isomer or geometry (same formula, charge and spin), kJ/mol: 330.4

Last column: natural (NBO) charge in e.
Geometry (Å):
C  0.42868  -1.42740  -1.41590  0.532
C  0.43301  0.94707  2.26451  -0.422
C  -0.58249  0.78788  -1.37127  -0.402
C  -0.27055  -0.38058  -2.24092  -0.516
C  -0.05248  -2.83311  -1.40624  -0.704
C  -0.35133  -0.27785  2.73306  -0.602
C  1.93533  0.81281  2.51329  -0.602
C  -1.88567  0.63093  -0.62537  -0.626
C  -0.42790  2.14198  -2.01263  -0.612
N  1.29935  -1.02614  -0.50480  -0.726
H  0.06032  1.83386  2.78632  0.197
H  0.24472  1.10907  1.19671  0.229
H  1.25652  0.05804  -0.39739  0.436
H  1.82376  -1.69165  0.04138  0.404
H  -1.13739  -0.86206  -2.73882  0.171
H  0.44538  -0.11172  -3.03433  0.251
H  -0.97702  -2.90859  -0.82347  0.270
H  0.67565  -3.51527  -0.96220  0.223
H  -0.30301  -3.14300  -2.42508  0.245
H  -0.01965  -1.17464  2.20202  0.183
H  -0.21212  -0.45589  3.80290  0.198
H  -1.42038  -0.15666  2.54207  0.215
H  2.15279  0.68376  3.57655  0.202
H  2.34729  -0.05283  1.98685  0.176
H  2.48158  1.69168  2.16313  0.212
H  -2.76488  0.73218  -1.29587  0.158
H  0.52900  2.25185  -2.52891  0.190
H  -1.97290  -0.34575  -0.13937  0.177
H  -2.00952  1.38384  0.15919  0.204
H  -1.22464  2.34297  -2.76178  0.142
H  -0.50145  2.95522  -1.28364  0.199


Record 2
Density functional theory data (ωB97M-V/def2-TZVPD) for 2 unconnected molecules or ions with the total composition C3H3BrF2 in a non-equilibrium geometry.

HOMO energy (spin up / spin down), eV: -9.077 / -8.736
Gap between HOMO and LUMO (spin up / spin down), eV: 9.095 / 8.236
Energy relative to the best compared isomer or geometry (same formula, charge and spin), kJ/mol: 389.2

Last column: natural (NBO) charge in e.
Geometry (Å):
C  1.48003  0.81681  0.05362  -0.505
C  1.17887  -0.40554  -0.14827  -0.077
C  -1.48586  -0.59572  0.02493  0.574
F  -1.98176  -1.26058  -1.02322  -0.335
F  -1.91089  -1.17495  1.15041  -0.334
Br  -1.90695  1.26596  -0.02988  0.011
H  2.49372  1.19978  0.09122  0.224
H  0.71249  1.57747  0.19332  0.235
H  1.42035  -1.42324  -0.31214  0.208


Record 3
Density functional theory data (ωB97M-V/def2-TZVPD) for a molecular structure, C32H38N3O4S3Zn in a non-equilibrium geometry.

HOMO energy, eV: -5.015
Gap between HOMO and LUMO, eV: 7.029
Charge: -1
Energy relative to the best compared isomer or geometry (same formula, charge and spin), kJ/mol: 0.0

Last column: Löwdin charge in e.
Geometry (Å):
Zn  0.02847  -1.22844  -0.16243  0.571
C  -0.87016  1.26399  0.65375  -0.056
C  -1.78023  1.28493  1.68703  -0.126
C  -2.90245  0.47185  1.28604  -0.153
C  -2.62591  -0.10425  0.08971  -0.049
C  -1.34615  0.36656  -0.40233  -0.317
C  -1.17020  0.70309  -1.92225  -0.547
C  -1.51264  2.18200  -2.18518  -0.058
C  0.28486  0.48717  -2.39913  -0.070
C  -2.12123  -0.15727  -2.75106  -0.078
C  -4.10497  -0.02142  2.06030  -0.559
C  -5.04722  -0.93310  1.27523  -0.079
C  -3.67563  -0.85597  3.24218  -0.045
C  -4.93658  1.21064  2.43072  -0.044
C  -1.58784  2.37025  2.75920  -0.503
C  -0.06555  2.85658  2.79342  -0.053
C  -1.88526  1.95639  4.19284  -0.066
C  -2.43191  3.58026  2.33713  -0.047
H  -0.04606  1.88028  0.56133  0.079
H  -3.19329  -0.88026  -0.43558  0.110
H  -0.72473  2.89439  -1.76442  0.097
H  -2.49263  2.47735  -1.66599  0.110
H  -1.58684  2.34861  -3.26161  0.072
H  0.94417  1.06370  -1.79980  0.070
H  0.41201  0.71433  -3.44535  0.082
H  0.62273  -0.56876  -2.31170  0.035
H  -3.11314  0.21314  -2.67861  0.070
H  -2.15859  -1.22414  -2.48740  0.046
H  -1.78141  -0.06421  -3.79094  0.082
H  -4.56407  -1.81755  0.88455  0.073
H  -5.56543  -0.46025  0.40777  0.099
H  -5.87262  -1.21450  1.95113  0.083
H  -3.25233  -1.73440  2.81347  0.077
H  -4.47703  -1.16142  3.92512  0.089
H  -2.88641  -0.37263  3.82626  0.064
H  -5.02500  1.71067  1.49839  0.080
H  -4.39492  1.81632  3.17655  0.058
H  -5.86952  0.83619  2.85892  0.083
H  0.55913  1.97329  2.83490  0.065
H  0.15160  3.43672  3.67852  0.068
H  0.22692  3.42943  1.89496  0.080
H  -1.15199  1.21789  4.58333  0.096
H  -2.90500  1.61037  4.22537  0.043
H  -1.77695  2.82865  4.84018  0.079
H  -2.16776  3.94066  1.33506  0.092
H  -2.37811  4.39767  3.05060  0.076
H  -3.48136  3.29299  2.36346  0.052
O  -0.02834  -1.96428  1.77726  -0.018
C  0.76055  -1.54757  2.59143  -0.170
C  2.11280  -1.00574  2.31455  -0.099
C  2.91922  -0.82638  3.45482  0.033
C  4.23832  -0.62643  3.29054  -0.173
C  4.82332  -0.43878  2.02073  0.007
C  4.04255  -0.58014  0.93951  -0.001
C  2.66485  -0.86476  1.01689  -0.343
O  2.02807  -0.92025  -0.08873  -0.079
N  5.03948  -0.34253  4.46143  -0.374
O  4.54253  -0.62466  5.56573  0.028
O  6.10011  0.18154  4.34743  0.077
H  0.52487  -1.58383  3.71772  0.149
H  2.42884  -1.06273  4.35942  0.109
H  5.85869  -0.07387  1.98563  0.128
H  4.44201  -0.35126  -0.03044  0.120
S  0.68227  -1.94987  -6.79116  0.521
C  0.62653  -2.29367  -5.16413  -1.132
S  -0.68625  -2.98532  -4.26360  0.980
C  0.29756  -2.93138  -2.80472  -1.122
N  1.49491  -2.51999  -3.03795  0.028
N  1.64892  -2.16801  -4.33543  -0.195
C  2.97224  -1.86796  -4.69631  -0.264
C  3.52148  -0.63611  -4.43535  -0.008
C  4.83188  -0.34897  -4.77712  -0.080
C  5.61493  -1.35516  -5.32805  -0.098
C  5.03033  -2.57128  -5.69902  -0.077
C  3.70688  -2.85703  -5.34090  -0.013
S  -0.35011  -3.30922  -1.26606  0.592
H  2.86664  0.12076  -3.93322  0.131
H  5.24901  0.61557  -4.54399  0.098
H  6.62917  -1.17285  -5.66163  0.095
H  5.72799  -3.31150  -6.12182  0.105
H  3.33697  -3.84416  -5.57708  0.118


Record 4
Density functional theory data (ωB97M-V/def2-TZVPD) for C3H3FP2 in the gas phase in a non-equilibrium geometry.

HOMO energy, eV: -8.468
Gap between HOMO and LUMO, eV: 8.133
Structure (SMILES): F/C=C/PC#P
Energy relative to the best compared isomer or geometry (same formula, charge and spin), kJ/mol: 116.1

Last column: natural (NBO) charge in e.
Geometry (Å):
F  0.04098  -1.62191  2.03594  -0.322
C  -0.22081  -0.62548  1.18111  0.262
C  0.75558  0.11655  0.64333  -0.623
P  0.38946  1.23619  -0.65105  0.636
C  -0.92136  0.50568  -1.41046  -1.030
P  -2.00666  -0.17380  -2.27271  0.669
H  -1.19519  -0.55674  0.73190  0.173
H  1.62150  0.25253  1.20586  0.239
H  1.53649  0.86699  -1.46393  -0.005